Molecular formula: C61H73BF4Ge2N10PRb
Method: DFT, ωB97M-V with the def2-TZVPD basis set

Calculated values
gap between HOMO and LUMO: 4.494 eV
net charge: -2
E_LUMO: 2.76 eV
HOMO energy: -1.73 eV
energy relative to the best compared isomer or geometry (same formula, charge and spin): 25.76 kcal/mol
E: -7859.7110 Eh
molar mass: 1294.79 g mol⁻¹

Last column: Löwdin charge in e.
Geometry (Å):
1 Rb -0.28459 0.25363 0.31686  0.61
2 C -4.21459 0.90433 -0.86624  -0.14
3 C -4.43589 -0.45527 -1.52404  -0.53
4 C -5.91409 -0.60857 -1.86534  -0.12
5 P -3.60129 -1.73607 -0.40884  1.11
6 C -3.51199 -3.25127 -1.56514  -0.54
7 C -4.73769 -3.98897 -2.09704  -0.13
8 C -2.62169 -4.26327 -0.84504  -0.15
9 C -4.89809 -2.12807 0.81056  -0.29
10 C -6.15169 -2.64917 0.54666  -0.09
11 C -7.10229 -2.81477 1.54626  -0.31
12 C -8.48139 -3.32717 1.23796  -0.08
13 C -6.77289 -2.41007 2.83916  -0.08
14 C -5.54669 -1.87977 3.13836  -0.04
15 C -4.54779 -1.73097 2.13946  -0.35
16 N -3.35639 -1.18777 2.31996  -0.01
17 C -2.83769 -0.78097 3.52356  -0.24
18 C -2.54579 -1.65397 4.59056  -0.21
19 C -2.89669 -3.11867 4.52986  -0.06
20 C -1.90499 -1.17427 5.72476  -0.04
21 C -1.52019 0.15243 5.84986  -0.31
22 C -0.83369 0.64203 7.09566  -0.07
23 C -1.78279 1.00613 4.78476  -0.03
24 C -2.43279 0.56823 3.64696  -0.20
25 C -2.70519 1.51783 2.52496  -0.04
26 H -4.41289 1.71643 -1.56154  0.08
27 H -3.19239 1.02113 -0.51144  0.03
28 H -4.87929 1.02323 -0.01264  0.08
29 H -3.84459 -0.50397 -2.45084  0.10
30 H -6.51869 -0.60757 -0.96004  0.07
31 H -6.11669 -1.52357 -2.41544  0.04
32 H -6.23379 0.22923 -2.48534  0.07
33 H -2.95989 -2.86287 -2.43324  0.09
34 H -5.28759 -4.45827 -1.28554  0.06
35 H -4.41229 -4.78197 -2.77624  0.07
36 H -5.40419 -3.33437 -2.65204  0.05
37 H -3.13629 -4.64517 0.03796  0.07
38 H -1.69729 -3.78687 -0.52624  0.03
39 H -2.37749 -5.10467 -1.49664  0.08
40 H -6.41959 -2.92347 -0.45964  0.08
41 H -8.47519 -3.96427 0.35376  0.06
42 H -9.16739 -2.49547 1.05066  0.07
43 H -8.87679 -3.89757 2.07946  0.06
44 H -7.51629 -2.50667 3.62326  0.10
45 H -5.33349 -1.53267 4.14136  0.10
46 H -2.03699 -3.71827 4.84026  0.07
47 H -3.19889 -3.41097 3.52516  0.06
48 H -3.72349 -3.34637 5.20766  0.08
49 H -1.69379 -1.86497 6.53466  0.11
50 H -1.34419 0.27163 7.98616  0.07
51 H -0.82769 1.73073 7.12236  0.07
52 H 0.19991 0.28793 7.13546  0.06
53 H -1.46929 2.04123 4.83666  0.12
54 H -2.61659 2.55383 2.84556  0.09
55 H -3.69849 1.35393 2.11036  0.08
56 H -1.98069 1.35043 1.72456  -0.01
57 C -0.86349 0.25823 -7.00734  -0.20
58 C -1.31489 0.21263 -5.55754  -0.32
59 Ge 0.07001 0.84633 -4.19724  0.91
60 C -0.94819 1.86593 -2.80444  -0.33
61 C -1.95269 2.81983 -3.43044  -0.16
62 C 1.50591 1.86853 -5.05404  -0.22
63 C 2.62341 2.17263 -4.38074  -0.35
64 Ge 2.56761 1.52533 -2.39744  0.97
65 C 4.50041 0.89163 -1.88744  -0.41
66 C 4.72361 -0.55697 -2.27924  -0.23
67 C 2.43301 3.39423 -1.50294  -0.39
68 C 3.63031 4.03043 -0.80734  -0.20
69 C 3.66331 3.01583 -4.97284  -0.23
70 C 3.73331 3.37333 -6.32464  -0.04
71 C 4.72051 4.22443 -6.78564  -0.11
72 C 5.68631 4.72003 -5.92424  -0.12
73 C 5.65061 4.35413 -4.58984  -0.09
74 C 4.65031 3.52293 -4.12964  -0.06
75 H -1.59779 -0.20477 -7.66894  0.05
76 H 0.08341 -0.26307 -7.13314  0.06
77 H -0.72849 1.29123 -7.32074  0.06
78 H -1.56149 -0.81417 -5.27984  0.05
79 H -2.23359 0.78893 -5.46184  0.04
80 H -0.24649 2.45043 -2.21324  0.03
81 H -1.46759 1.17423 -2.13944  0.02
82 H -1.46179 3.45393 -4.16714  0.07
83 H -2.38499 3.45973 -2.66724  0.06
84 H -2.76069 2.27303 -3.91594  0.05
85 H 1.32771 2.23153 -6.06394  0.03
86 H 4.52041 0.96183 -0.79654  0.01
87 H 5.32981 1.49163 -2.26554  0.03
88 H 3.91901 -1.17817 -1.89094  0.04
89 H 5.67231 -0.93967 -1.89224  0.05
90 H 4.73491 -0.65597 -3.36294  0.05
91 H 1.63991 3.29213 -0.76074  0.02
92 H 2.05221 4.06813 -2.26964  0.05
93 H 4.24271 3.28273 -0.30314  0.03
94 H 3.29421 4.74783 -0.05514  0.06
95 H 4.26521 4.57283 -1.50714  0.04
96 H 3.00291 2.99773 -7.02894  0.10
97 H 4.74131 4.50883 -7.83224  0.09
98 H 6.45691 5.38393 -6.29314  0.09
99 H 6.40941 4.72203 -3.91184  0.10
100 H 4.59401 3.25333 -3.09264  0.05
101 N -0.77049 -4.14547 2.23326  0.04
102 C -0.97089 -2.91247 1.73126  -0.20
103 N 0.17881 -2.38797 1.40406  0.07
104 C 1.09111 -3.33167 1.74386  -0.33
105 N 0.53791 -4.42627 2.24916  0.12
106 C 2.51811 -3.12377 1.62726  -0.20
107 C 3.43331 -4.08787 2.06306  -0.08
108 N 4.73601 -3.89057 2.00686  0.07
109 C 5.14391 -2.72327 1.51296  -0.12
110 C 4.24361 -1.76127 1.08106  -0.11
111 N 2.93871 -1.95557 1.13516  0.16
112 H -1.44679 -4.80567 2.58326  0.15
113 H -1.92489 -2.41507 1.66406  0.06
114 H 3.09771 -5.03267 2.46486  0.11
115 H 6.21401 -2.57667 1.47316  0.10
116 H 4.56741 -0.80687 0.69156  0.09
117 N 8.17531 4.83883 6.68036  0.15
118 C 7.28861 4.28923 6.18576  -0.21
119 C 6.21321 3.61133 5.60246  -0.24
120 C 5.04331 3.36933 6.34246  -0.02
121 C 3.99311 2.69103 5.77716  0.00
122 C 4.07181 2.22573 4.45946  -0.17
123 C 5.22601 2.48663 3.71106  0.01
124 C 6.28051 3.16703 4.27036  -0.01
125 N 3.01711 1.50043 3.91536  -0.02
126 C 2.17031 0.65713 4.59676  -0.04
127 C 1.31931 0.13713 3.66986  -0.12
128 N 1.60311 0.65973 2.44536  0.01
129 C 2.61721 1.45573 2.61316  -0.13
130 H 4.98891 3.71403 7.36436  0.12
131 H 3.09171 2.52083 6.34506  0.11
132 H 5.29401 2.13163 2.69356  0.12
133 H 7.17981 3.34523 3.69806  0.12
134 H 2.26631 0.49313 5.64976  0.11
135 H 0.53111 -0.57667 3.80736  0.10
136 H 3.06631 2.04983 1.84366  0.13
137 F -0.75539 3.16323 0.27556  0.02
138 B -1.71619 4.19253 0.09416  -1.36
139 F -1.88409 4.87303 1.28336  0.12
140 F -2.91199 3.60053 -0.29164  0.11
141 F -1.28969 5.05513 -0.89384  0.13
142 N 2.82381 -5.79457 -2.73304  0.13
143 C 2.41721 -4.72907 -2.89144  -0.22
144 C 1.90561 -3.44047 -3.12234  -0.25
145 C 0.81531 -2.96277 -2.38644  -0.02
146 C 0.28711 -1.72317 -2.67324  -0.12
147 C 0.83991 -0.90537 -3.65674  -0.30
148 C 1.92571 -1.39477 -4.38164  -0.12
149 C 2.45551 -2.63817 -4.13034  -0.04
150 H 0.38581 -3.59107 -1.61734  0.10
151 H -0.59509 -1.38187 -2.14074  0.07
152 H 2.35351 -0.77427 -5.15624  0.10
153 H 3.28591 -3.01797 -4.70974  0.12